Entry 1:
3 unconnected molecules or ions with the total composition C11H26BNO4S3 at a distorted geometry, computed with ωB97M-V/def2-TZVPD.

Calculated values
**Lowest unoccupied orbital energy**: 0.356 eV
**Spin multiplicity**: 1
**Electronic energy**: -2009.81757 hartree

Positions of all 46 atoms, in Å:
C1 2.02895 0.27252 -2.29758
C2 1.10504 -0.65596 -3.02570
O1 1.04599 -0.68509 -4.23889
N1 0.24291 -1.53703 -2.23748
B1 0.94085 -2.39313 -1.29117
C3 0.59006 -2.51772 0.23204
C4 1.86827 -2.76630 1.05998
C5 2.15303 -4.22299 1.45309
S1 1.48992 -5.53501 0.38182
C6 -0.89150 -0.86363 -1.72775
C7 -2.04886 -1.71564 -1.31480
O2 -0.94327 0.35895 -1.66835
H1 2.21820 -0.04057 -1.27643
H2 1.59295 1.26050 -2.28624
H3 2.96891 0.35002 -2.82981
H4 1.85629 -3.02486 -1.73393
H5 0.15485 -1.57380 0.56385
H6 -0.16451 -3.26982 0.44055
H7 1.75582 -2.20987 1.98524
H8 2.72614 -2.35741 0.53602
H9 1.79047 -4.45327 2.44648
H10 3.22714 -4.36694 1.48385
H11 2.07334 -5.17990 -0.76934
H12 -2.00459 -1.96025 -0.26296
H13 -2.94800 -1.13736 -1.48494
H14 -2.12298 -2.61192 -1.92014
C8 -3.31414 1.71365 0.56712
S2 -2.15490 0.99849 1.73657
O3 -2.14024 -0.46464 1.47349
C9 -3.16732 1.25322 3.19904
H15 -2.88239 1.60454 -0.42656
H16 -4.26271 1.17896 0.62031
H17 -3.45581 2.77011 0.79719
H18 -4.12630 0.75110 3.07215
H19 -3.31100 2.32207 3.35673
H20 -2.63755 0.82673 4.04775
C10 -0.03761 3.30971 -0.24323
S3 1.75694 3.33271 -0.29264
O4 2.23486 2.39662 0.75728
C11 1.95285 4.99511 0.36246
H21 -0.36214 2.32373 -0.57358
H22 -0.37348 3.49188 0.77829
H23 -0.42779 4.07089 -0.91979
H24 1.48113 5.05689 1.34295
H25 1.50384 5.71123 -0.32582
H26 3.01836 5.19346 0.45285

Forces on the atoms, in the same order (eV/Å):
0.181 -0.336 0.118
-0.030 -0.088 -2.173
-0.014 -0.067 1.614
0.212 0.497 1.040
-0.366 -0.783 -0.352
0.244 0.353 -0.134
-0.686 -0.259 0.123
0.494 0.066 -0.579
-0.200 -0.167 0.089
-0.161 1.072 0.054
-0.181 -0.119 -0.451
0.102 -0.810 -0.290
-0.053 0.057 0.212
-0.261 0.248 0.063
0.138 -0.077 -0.193
0.259 0.409 -0.050
-0.149 0.112 0.079
-0.098 -0.216 0.006
0.216 0.178 0.159
0.215 0.054 -0.042
-0.302 -0.079 0.122
0.174 -0.044 0.162
0.101 0.084 0.051
0.058 -0.002 0.211
-0.159 0.192 0.132
0.194 -0.223 0.005
-0.062 0.065 -0.077
0.020 0.098 -0.037
-0.001 -0.117 0.113
-0.078 -0.004 0.049
0.066 -0.038 0.017
0.021 -0.030 0.047
0.009 0.004 0.005
0.017 -0.020 -0.038
0.018 0.008 -0.003
0.042 -0.012 -0.017
-0.094 0.019 0.020
-0.030 0.046 -0.043
0.001 -0.046 0.035
-0.021 0.085 0.026
0.051 0.001 -0.029
0.066 -0.011 0.013
0.025 -0.004 -0.026
-0.004 -0.051 0.005
0.008 -0.011 -0.017
0.019 -0.038 -0.015

Entry 2:
A molecular structure, C24H33NO2S2Zr at a distorted geometry, computed with ωB97M-V/def2-TZVPD.

Calculated values
**Lowest unoccupied orbital energy**: -8.072 eV
**ΔE to the lowest compared entry with this formula, charge and spin**: 4.3 kcal per mole
**Total charge**: +2
**Spin multiplicity**: 1
**Electronic energy**: -1982.43701 hartree

Positions of all 63 atoms, in Å:
Zr1 -0.22628 0.08612 0.47893
C1 -0.72612 0.87845 -1.70772
C2 -1.09469 -0.50351 -1.55595
C3 0.12627 -1.25485 -1.44123
C4 1.17926 -0.28763 -1.43532
C5 0.67346 1.00829 -1.66100
C6 1.50125 2.23184 -2.01272
C7 1.01107 3.50814 -1.32763
C8 1.34069 2.38884 -3.53797
C9 2.97546 2.00780 -1.67043
C10 0.46081 -2.76336 -1.42276
C11 0.42292 -3.39400 -0.01728
C12 -0.43748 -3.51806 -2.40895
C13 1.90460 -2.92522 -1.93126
C14 -2.54304 -0.86488 -1.15485
C15 -3.38193 -1.21717 -2.37830
C16 -3.15689 0.34381 -0.41646
C17 -2.56379 -1.99033 -0.11247
H1 -1.40684 1.68122 -1.93669
H2 2.22885 -0.52475 -1.43910
H3 -0.06554 3.65848 -1.44657
H4 1.51237 4.36592 -1.77877
H5 1.25387 3.51349 -0.26250
H6 0.32485 2.69576 -3.80402
H7 1.56819 1.45816 -4.06667
H8 2.02996 3.15747 -3.89489
H9 3.11623 1.73773 -0.62180
H10 3.52912 2.93010 -1.84821
H11 3.42991 1.23347 -2.29360
H12 -0.56888 -3.69161 0.31165
H13 0.85945 -2.73696 0.74064
H14 1.04803 -4.28734 -0.00301
H15 -1.49877 -3.44781 -2.19361
H16 -0.16980 -4.57640 -2.39239
H17 -0.27995 -3.15170 -3.42757
H18 2.64756 -2.59878 -1.19903
H19 2.07268 -2.39340 -2.87132
H20 2.08093 -3.98598 -2.11251
H21 -3.46241 -0.36121 -3.05169
H22 -4.38980 -1.50567 -2.06688
H23 -2.94554 -2.04357 -2.93780
H24 -3.28409 1.21870 -1.04723
H25 -2.55848 0.64906 0.46598
H26 -4.12497 0.06190 -0.00895
H27 -2.23261 -2.94360 -0.49253
H28 -3.56980 -2.11089 0.28482
H29 -1.94340 -1.76003 0.76633
O1 -0.36460 -0.78403 2.36724
S1 0.99606 -0.32359 2.92544
O2 2.00127 -1.31570 2.87810
N1 1.17836 0.94137 1.86017
C18 0.37042 1.91539 2.41252
S2 -0.82000 2.57050 1.46144
C19 0.41959 1.90515 3.88824
C20 0.10520 2.88888 4.79717
C21 0.15860 2.55895 6.15128
C22 0.47710 1.27195 6.58102
C23 0.76931 0.25738 5.67419
C24 0.75010 0.62422 4.34526
H30 -0.15353 3.88850 4.47161
H31 -0.05572 3.32317 6.88846
H32 0.49632 1.05091 7.64036
H33 1.00488 -0.74911 5.99876

Forces on the atoms, in the same order (eV/Å):
-2.015 0.808 -0.314
0.027 -0.141 -0.547
-0.149 0.022 -0.374
0.013 -0.194 -0.178
0.066 -0.018 -0.385
0.162 0.296 -0.310
-0.027 -0.091 -0.013
-0.032 0.028 0.006
0.034 0.030 -0.105
0.030 -0.005 -0.083
0.018 0.099 -0.005
-0.046 -0.043 -0.036
0.073 -0.045 -0.129
0.080 -0.060 -0.067
0.216 -0.047 0.039
-0.169 0.023 -0.066
0.016 -0.191 -0.429
-0.037 0.060 -0.201
-0.089 0.089 0.229
0.070 -0.007 0.228
0.050 -0.004 0.003
-0.033 -0.023 0.018
-0.006 -0.016 -0.049
0.082 -0.042 0.037
0.008 0.089 0.064
-0.060 -0.041 0.012
-0.014 0.006 0.057
0.001 -0.032 -0.012
-0.040 0.034 0.031
0.005 0.028 0.024
0.083 0.118 0.093
-0.060 -0.033 -0.057
-0.024 0.004 0.055
-0.017 0.045 -0.010
-0.008 -0.026 0.085
-0.046 -0.010 -0.028
-0.027 -0.061 0.059
0.032 0.040 0.010
0.003 -0.045 0.030
0.059 0.031 -0.048
-0.027 0.019 0.033
0.010 0.066 0.029
-0.006 0.125 0.203
-0.043 0.047 0.074
0.019 -0.106 -0.077
-0.053 0.000 0.002
0.142 -0.036 0.240
0.696 -0.666 1.009
0.231 -0.241 0.062
-0.051 0.062 0.239
0.530 0.229 0.698
0.166 -0.275 0.168
0.261 -0.130 -0.401
-0.015 -0.060 -0.120
-0.076 0.162 0.147
0.006 -0.010 0.038
-0.028 0.096 0.088
0.044 0.019 -0.087
-0.035 -0.010 0.097
0.007 -0.015 0.034
0.007 -0.050 -0.036
-0.001 0.033 -0.027
-0.014 0.064 -0.049

Entry 3:
A molecular structure, C4H13NO3 at a distorted geometry, computed with ωB97M-V/def2-TZVPD.

Calculated values
**Lowest unoccupied orbital energy**: -4.765 eV
**ΔE to the lowest compared entry with this formula, charge and spin**: 191.5 kcal per mole
**Spin multiplicity**: 1
**Electronic energy**: -440.41007 hartree

Positions of all 21 atoms, in Å:
C1 1.48370 0.54340 2.11739
N1 0.58273 1.18190 1.24223
C2 -0.62417 0.61953 1.15251
C3 -0.43472 -0.55412 0.09668
C4 3.21659 -0.11562 -2.59962
O1 1.27346 -0.49473 2.68334
H1 2.45407 1.03384 2.25037
H2 -1.35709 1.25540 0.69887
H3 -1.09019 0.24918 2.08117
H4 0.19036 -0.32307 -0.75956
H5 0.01839 -1.33720 0.68066
H6 -1.41277 -0.78829 -0.33720
H7 3.62926 0.55940 -1.86414
H8 3.31032 0.44979 -3.50491
H9 2.18712 -0.40529 -2.44390
H10 3.82497 -1.02707 -2.62431
H11 -3.91476 -0.22248 1.94829
O2 -3.17888 -0.42759 1.36884
H12 -3.14861 -0.13455 0.22085
H13 -3.88058 -0.15020 -1.47554
O3 -3.12920 0.08777 -0.93201

Forces on the atoms, in the same order (eV/Å):
1.038 -0.371 0.894
0.071 0.030 -0.913
-1.502 1.229 1.123
0.861 -1.234 -0.582
0.578 -0.369 0.063
-0.398 -0.237 -0.075
-0.142 0.357 -0.265
-0.310 0.598 -0.788
0.211 -1.024 -0.206
0.277 0.403 0.127
0.121 -0.386 0.055
-0.590 0.472 0.411
-0.246 -0.057 0.678
-0.062 -0.084 -0.821
-0.216 0.216 0.244
-0.062 0.293 -0.156
-0.226 0.192 -0.315
1.160 -0.268 0.957
-1.443 0.148 -0.434
-0.187 -0.222 0.327
1.068 0.313 -0.323

Entry 4:
C6H12FNO2S in the gas phase at a distorted geometry, computed with ωB97M-V/def2-TZVPD.

Calculated values
**Structure (SMILES)**: CS(=O)(=O)[C@@]1(F)CCCCN1
**Lowest unoccupied orbital energy**: 0.730 eV
**ΔE to the lowest compared entry with this formula, charge and spin**: 0.0 kcal per mole
**Spin multiplicity**: 1
**Electronic energy**: -939.04882 hartree

Positions of all 23 atoms, in Å:
C1 2.03187 -0.71297 -0.61327
C2 2.40248 0.74687 -0.42685
C3 0.53322 -0.77237 -0.91244
C4 1.50004 1.36406 0.65266
C5 -0.33286 0.04589 0.04694
C6 -3.06719 -1.15579 0.64900
N1 0.12920 1.23968 0.30441
O1 -2.21107 0.08160 -1.68110
O2 -2.56501 1.54049 0.21859
F1 -0.33700 -0.83303 1.36103
S1 -2.16458 0.21288 -0.22110
H1 2.63388 -1.38631 -1.27391
H2 2.26234 -1.08948 0.39535
H3 3.48889 0.74087 -0.32852
H4 2.07320 1.34033 -1.35054
H5 0.35053 -0.46243 -1.94169
H6 -0.02814 -1.73361 -0.79483
H7 1.65062 0.70953 1.61092
H8 1.75627 2.38548 0.92133
H9 -3.10013 -1.99561 0.04030
H10 -2.43030 -1.25236 1.49481
H11 -4.03196 -0.83982 0.97385
H12 -0.54431 1.82610 0.87508

Forces on the atoms, in the same order (eV/Å):
-0.485 -0.816 1.325
-0.873 1.001 -2.536
-2.033 -1.471 0.100
2.292 -1.970 2.468
-0.039 -2.351 1.025
1.333 2.516 0.284
-1.495 3.655 1.279
-0.462 -0.825 1.234
0.129 -1.144 1.171
0.086 0.487 -0.774
-0.439 0.833 -3.454
-0.500 1.134 0.056
-0.447 -0.541 -0.154
-0.169 0.880 0.513
0.986 -0.743 0.766
-0.140 0.271 0.109
1.341 0.024 -0.457
-0.007 1.260 -1.217
-0.076 0.044 -0.295
0.132 -1.430 -1.165
0.352 -0.640 0.830
-0.662 0.585 -0.131
1.176 -0.760 -0.976

| no. | gap between HOMO and LUMO (hartree) |
| --- | --- |
| 1 | 0.3393 |
| 2 | 0.2775 |
| 3 | 0.1528 |
| 4 | 0.3959 |